[1]
C31H68BrFN7O6P4S | ωB97M-V/def2-TZVPD

The geometry in XYZ format:
```
119
C31H68BrFN7O6P4S ωB97M-V/def2-TZVPD
C 1.82 -1.58 0.60
H -6.52 1.94 5.21
C -4.46 1.92 2.57
H 5.93 -3.25 -6.37
C 5.09 1.25 -2.39
O -4.16 4.48 2.91
H 5.89 -4.88 -7.08
H -1.22 -3.45 3.98
C 3.40 -3.78 -6.66
H -4.45 6.73 4.35
H -1.36 -1.37 4.31
P -5.55 4.20 3.45
H -4.43 2.45 1.63
H 0.66 -1.47 -1.70
H 3.90 -8.60 -4.63
N 3.17 -4.96 -3.54
C -7.98 4.68 2.36
H 5.95 -5.29 -3.11
C 0.29 -0.66 -1.09
N -5.46 2.49 3.46
H -7.72 3.90 5.61
C -0.63 0.22 -1.58
N -1.05 1.26 -0.78
O 5.60 2.07 -3.09
C 0.32 0.49 1.03
F 2.83 -1.44 -0.38
H 3.00 -2.85 -3.87
H -0.15 -4.11 2.77
H -0.71 4.70 1.39
C -8.10 4.40 4.73
H 1.42 -3.55 1.39
H 1.72 0.08 2.64
H -7.49 4.33 1.44
C 1.29 -3.02 0.46
H 3.14 -4.44 -7.49
H -5.90 0.61 4.27
P 3.68 -5.84 -5.01
H -3.57 4.55 5.91
C -0.59 1.41 0.49
C -0.11 3.79 1.30
H -2.08 2.91 1.03
H -1.44 -3.05 2.24
H 4.69 2.80 0.38
H 2.81 4.43 0.54
C 4.87 -8.18 -4.40
H 0.82 4.95 -0.23
C -4.65 4.44 6.08
C 2.25 3.51 0.36
H 0.53 3.73 2.18
H 0.25 -2.99 0.13
O -2.83 -0.11 -3.25
Br -0.59 -2.08 -3.94
C 4.45 2.70 -0.68
H -3.46 1.95 3.02
C 3.54 -3.58 -3.25
N 4.77 -6.76 -4.07
H -4.87 3.39 6.26
H -0.23 1.00 4.32
C 0.80 0.62 2.46
H -4.77 1.56 5.23
H 3.30 -3.37 -2.21
H -4.92 4.95 7.00
H -3.13 -0.87 -3.77
O 0.15 -2.09 3.13
C -5.67 1.62 4.60
H -9.12 4.03 4.57
H 2.46 -3.50 -6.14
H -9.02 4.38 2.30
P -2.23 2.42 -1.46
H 3.57 0.00 -3.23
H 4.99 3.50 -1.19
H -1.93 2.60 -2.83
C 6.02 -6.29 -3.52
H 6.39 -4.61 -5.40
H 5.17 -0.33 -3.83
H -6.22 6.83 4.38
H 1.50 -6.22 -3.31
P -1.21 -0.01 -3.36
H 1.10 -4.62 -3.94
H 6.33 -6.93 -2.69
C -1.08 2.57 1.31
N 4.32 -4.40 -5.72
H -1.85 3.62 -0.84
H 1.87 -3.54 -0.30
H -5.32 6.87 5.89
C 2.92 2.81 -0.82
H 2.35 2.94 1.29
C -0.32 0.30 3.50
H 5.27 -8.74 -3.55
H 0.41 3.37 -0.83
N -5.45 4.97 4.99
C -0.71 -3.22 3.04
C 1.75 -5.16 -3.24
H 5.53 -8.36 -5.26
H 0.22 -1.14 5.01
O 4.91 1.40 -1.05
H 2.72 3.43 -1.70
H 3.82 -2.85 -7.06
N -7.32 4.09 3.54
H -1.28 0.42 2.99
C 0.79 -0.54 0.22
H -7.92 5.77 2.37
C 0.79 3.90 0.04
H 2.30 -1.41 1.55
C -5.34 6.42 4.90
H 4.60 -3.41 -3.36
H 4.74 -0.87 -2.21
S -4.02 1.95 -1.01
C -0.32 -1.13 4.05
C 4.62 -0.06 -2.94
H -1.20 2.25 2.34
H -4.70 0.87 2.33
H 1.51 -4.83 -2.23
O 3.62 -6.74 -6.22
H 2.50 1.82 -1.00
H 6.83 -6.32 -4.27
H -8.17 5.48 4.93
C 5.69 -4.30 -6.17
H 1.03 1.68 2.59
```

Summary:
HOMO-LUMO gap: 5.7 eV
E: -6493.8793 Eh
LUMO: -4.17 eV
total charge: +1

These are the Mulliken partial charges, in e, on atoms 1 to 6: 0.222 0.221 -1.075 0.340 0.451 -0.919



[2]
C31H68ClN3O26P5S | ωB97M-V/def2-TZVPD

The geometry in XYZ format:
```
135
C31H68ClN3O26P5S ωB97M-V/def2-TZVPD
N -0.93 -3.28 2.09
H 1.61 -0.89 -3.31
H 2.48 1.81 8.39
H 3.63 0.92 7.45
H -4.72 3.02 -4.04
H -1.79 2.35 0.02
O 1.66 0.14 7.50
C -2.89 2.24 4.25
H -3.60 4.15 -1.13
O 1.20 1.02 0.12
H 1.94 -3.76 -1.07
H -1.84 2.44 4.43
H 3.67 1.55 -7.02
O 4.46 3.53 -3.96
H 5.31 -7.10 -2.58
H -0.10 2.00 -1.57
S -4.55 0.24 3.63
O 3.33 4.61 -1.80
C -1.83 -4.87 3.21
H 2.41 1.83 6.59
H -0.60 -2.34 1.92
H -0.55 4.63 4.44
P 2.19 -6.15 -3.14
C -4.27 2.24 -4.65
H 0.53 -3.31 -2.19
H -3.08 1.55 2.22
C 0.22 3.44 2.79
H -2.31 0.31 3.18
H -0.87 -6.47 2.00
H -2.57 4.85 -3.52
C -3.69 1.80 5.47
P -4.87 0.15 -3.16
H -3.32 3.22 4.02
O 1.92 3.81 -3.85
O -3.28 -0.10 -3.01
H 1.05 -2.01 3.93
H 1.06 -8.23 -0.78
H 2.57 -7.26 -0.68
H 4.60 0.86 -2.41
H -5.74 0.75 5.64
H 3.38 3.18 -6.39
H -2.19 -2.73 3.73
O -5.72 -1.09 -3.15
H -0.01 -0.54 -3.72
C -0.55 -4.40 1.40
C -1.78 -3.53 3.13
H 1.83 -3.79 8.87
N -0.89 2.54 -1.88
O 1.76 -0.73 1.66
H 4.35 -7.15 -4.14
H 0.13 -3.58 9.23
O -5.45 0.47 2.51
O 0.53 -1.10 -0.42
C -5.08 1.34 5.00
O -4.12 -1.11 4.09
H 1.63 2.19 1.86
C 2.27 4.63 -0.89
P 0.68 1.00 -5.91
H -3.25 -1.51 -1.35
H 2.63 -8.89 -1.07
C -1.85 2.84 -0.94
O -0.49 -0.10 1.40
O -5.12 1.20 -1.96
H -0.18 0.01 -8.27
H -2.33 -5.45 3.97
H 1.64 5.49 -1.09
C 3.07 2.14 -6.32
O 1.73 1.98 -6.70
O 1.82 -7.66 -2.60
C -2.64 -0.91 -2.03
C 1.46 -3.87 -2.05
C 3.83 1.22 -1.73
H 3.29 1.70 -5.34
H 0.11 -1.79 5.42
O 0.91 -2.32 7.72
H -2.14 -0.17 -1.41
H 2.55 5.68 -4.33
C -1.07 3.29 -3.08
C 4.73 -6.54 -3.32
H -4.28 1.10 -0.07
H 1.27 -2.34 9.76
O -4.95 1.01 -4.54
O 2.93 2.15 -2.32
O 1.32 0.91 -4.43
H -0.35 -1.64 -7.77
C 2.30 3.11 3.61
C 0.93 -1.40 4.82
H 3.30 2.71 3.67
C -5.17 0.84 -0.64
H -5.59 2.17 4.51
H -0.61 3.27 2.11
C 0.25 4.07 4.00
C -1.08 -5.43 2.18
H 1.63 3.75 -0.89
C 1.04 -3.05 8.97
C 2.59 1.22 7.48
C 1.76 4.98 -4.62
O 2.13 -1.47 5.52
H -0.38 3.24 -3.90
H -3.18 2.26 -4.66
C 0.38 -0.83 -7.86
H 0.23 -4.40 0.66
P 3.31 3.53 -3.02
Cl 0.75 -0.24 0.72
H 3.28 0.32 -1.45
H 2.58 4.71 0.15
H -3.61 2.43 6.35
C 2.01 -8.01 -1.25
H 1.15 -1.12 -8.58
H -5.41 -0.22 -0.50
H 0.89 5.58 -4.37
O 3.74 -5.85 -2.60
N 1.42 2.80 2.64
C -2.70 3.79 -1.60
H 4.37 1.65 -0.89
H -5.97 1.42 -0.17
H 1.76 4.77 -5.69
H -3.20 0.91 5.87
H 0.62 -0.40 4.53
O 3.46 -1.79 7.67
H 1.97 4.30 5.36
H 0.82 0.46 -2.55
C -2.18 4.09 -2.86
O 1.00 -0.45 -6.62
O 1.24 -5.22 -2.15
O 2.03 -5.98 -4.63
C 1.58 3.95 4.42
H -1.80 -1.45 -2.47
P 2.14 -1.39 7.17
H 5.53 -5.89 -3.67
O -0.78 1.38 -6.03
H -4.53 2.57 -5.66
H 2.22 -3.58 -2.76
C 0.94 -0.05 -3.50
C -3.05 1.11 3.22
```

Summary:
HOMO-LUMO gap: 8.0 eV
E: -5907.8451 Eh
LUMO: 2.03 eV
total charge: -1

These are the Mulliken partial charges, in e, on atoms 1 to 6: 0.349 0.187 0.287 0.347 0.263 0.767



[3]
C31H72O19S5 | ωB97M-V/def2-TZVPD

The geometry in XYZ format:
```
127
C31H72O19S5 ωB97M-V/def2-TZVPD
H 0.00 0.75 -1.56
H -2.78 -6.81 5.48
H -2.04 1.15 0.78
O -0.98 -0.64 0.44
H 1.06 -0.53 -5.93
O -2.38 -2.24 5.69
H -5.23 -2.69 0.16
H 0.68 0.80 -8.08
H 5.62 3.53 -3.99
O 6.99 3.03 -0.77
O 2.27 0.88 3.40
S -1.12 -2.95 5.40
H 7.31 2.78 -3.65
H -3.42 -4.51 5.88
H -5.05 -4.59 3.81
H 2.07 4.60 -1.61
C 0.27 -0.44 1.06
H 3.64 -0.15 -2.56
C 2.18 3.52 -1.68
H 0.84 5.40 2.55
H 0.96 1.64 1.29
H -3.45 -6.93 7.15
H 0.13 -0.64 -8.99
H -0.15 3.31 6.00
H 0.05 -0.33 2.12
H 1.29 3.15 -2.18
O -1.33 3.89 4.48
H -6.56 -2.78 2.78
H -2.32 3.38 2.63
C 6.49 3.43 -3.35
O 4.59 3.42 -1.52
H -2.70 -2.97 0.93
H -1.44 -2.27 3.13
H 1.25 3.01 2.79
H 5.13 -2.61 -4.41
C -2.73 -6.44 6.50
C 5.77 -1.73 -4.33
H -4.53 2.55 -2.66
H 1.90 0.73 0.21
H -0.30 1.09 5.26
O -3.54 -3.99 2.58
H -1.88 1.16 5.89
C -5.63 1.80 -0.89
C 2.01 3.75 3.06
C 0.86 0.88 0.51
H 1.84 -0.36 -8.47
C -1.56 0.58 -0.01
S -1.31 -0.60 -4.70
H -2.50 -4.51 7.45
O 3.18 0.90 -5.26
C 3.50 3.16 -2.40
O 4.35 1.82 4.55
O -5.50 -0.43 -1.74
H -3.26 3.40 3.91
H 0.91 -1.32 0.93
H 2.58 5.68 2.30
C -1.85 1.67 3.77
O -0.41 0.31 -4.03
O -2.75 -0.39 -4.65
H -3.70 0.22 -2.55
H -0.14 2.18 -0.85
C -2.23 3.13 3.68
S 6.02 2.64 -1.75
C -0.92 -3.13 3.56
H 0.12 -2.62 -3.89
C 6.97 -1.97 -5.25
H -1.03 1.44 3.09
H -1.40 -4.05 3.22
C 2.99 -0.78 -3.17
H -1.34 -3.03 -4.84
H -4.61 -2.82 3.94
C 4.71 1.40 1.98
S 3.54 1.71 3.38
H 4.92 0.33 2.02
C -5.28 1.81 -2.39
H 4.26 1.61 1.01
H -1.81 -6.83 6.95
H 1.96 -0.49 -2.99
H -2.63 0.92 3.67
H 0.10 -3.14 3.18
H 7.35 -2.98 -5.15
H -4.96 0.07 -3.68
H -4.93 2.27 -0.20
C 1.78 4.95 2.23
H -4.64 -1.71 1.53
C 0.79 -0.28 -8.20
C -0.91 -2.33 -4.12
O 0.10 -2.36 5.88
H 3.42 2.11 -2.68
O 5.25 -0.55 -4.84
H -6.26 -4.29 1.89
C -2.59 -4.92 6.45
C -5.80 0.29 -0.53
H -1.90 3.27 6.28
C 0.43 -0.83 -6.77
H 6.02 -1.78 -3.27
H -2.25 0.55 -0.85
H 2.25 3.02 -0.71
H 5.58 2.00 2.20
C -1.26 1.60 5.12
O 5.72 1.25 -1.90
O 3.15 -1.67 -5.73
H -6.81 0.13 -0.18
H -6.22 1.99 -2.90
C -0.20 1.13 -0.56
C -1.12 3.07 5.56
H 6.94 4.36 -3.01
C -5.80 -3.40 2.31
O 3.25 3.25 2.81
O -1.35 -4.53 5.80
H -3.74 -4.42 0.64
H 3.54 3.75 -3.32
C -4.77 0.38 -2.66
H -4.99 0.15 0.18
H 1.69 4.59 1.20
H -6.47 2.39 -0.54
C -4.68 -3.70 3.30
H 7.70 -1.19 -5.00
H 0.59 -1.91 -6.72
C -3.57 -3.54 1.26
O -0.91 -0.62 -6.39
C -4.90 -2.72 1.20
S 3.58 -0.47 -4.95
H 6.73 -1.92 -6.32
H 1.92 4.08 4.09
H 3.10 -1.86 -3.05
H -1.39 -2.50 -3.16
```

Summary:
spin multiplicity: 2
HOMO-LUMO gap (alpha / beta): 8.6 / 2.3 eV
E: -4644.2034 Eh
LUMO (alpha / beta): -2.67 / -8.99 eV
total charge: +1

These are the Mulliken partial charges, in e, on atoms 1 to 6: -0.461 0.288 -0.318 -0.560 -0.618 -0.640



no.,strongest force on any atom (hartree/bohr)
1,0.11391
2,0.08868
3,0.08104